[1]
{
  "formula": "C7H10",
  "method": "wB97M-V/def2-TZVPD",
  "multiplicity": 1,
  "relative_energy_kcal_mol": 178.2,
  "mol_weight_g_mol": 94.16,
  "total_energy_ev": -7413.30544,
  "e_lumo_ha": [-0.007, 0.006],
  "charge": 0,
  "symbols": ["C", "C", "C", "C", "C", "C", "C", "H", "H", "H", "H", "H", "H", "H", "H", "H", "H"],
  "xyz": [[1.4518, -0.6143, -0.1393], [0.7404, 0.7052, 0.2878], [-0.1462, 0.9348, -0.8259], [-1.0258, -0.2728, -0.6983], [-1.6462, 0.0345, 0.7002], [-0.2234, -0.2023, 1.1926], [0.0415, -1.2072, 0.0456], [1.9351, -0.6137, -1.1212], [2.1292, -0.9995, 0.6322], [1.5957, 1.6849, -0.1891], [1.6206, 1.7310, -1.1694], [-0.3053, 1.8294, -1.4088], [-1.6401, -0.5959, -1.5397], [-2.1062, 1.0188, 0.8498], [-2.3344, -0.7582, 1.0088], [0.0626, -0.3940, 2.2282], [-0.1492, -2.2807, 0.1465]],
  "forces_ev_per_a": [[0.1, -0.1, -0.1], [0.2, 0.0, -0.2], [-0.3, -0.1, -0.2], [-0.1, 0.0, -0.2], [-0.1, 0.1, 0.1], [-0.1, 0.0, 0.4], [0.1, -0.2, 0.0], [-0.1, 0.0, 0.1], [-0.1, 0.1, -0.1], [0.0, 0.1, 0.0], [0.1, 0.0, 0.2], [0.0, -0.1, 0.1], [0.1, 0.0, 0.1], [0.1, -0.1, 0.0], [0.1, 0.1, 0.0], [0.0, 0.0, -0.2], [0.0, 0.2, 0.0]]
}

---

[2]
{
  "formula": "C3H3NO2",
  "method": "wB97M-V/def2-TZVPD",
  "multiplicity": 1,
  "relative_energy_kcal_mol": 123.7,
  "mol_weight_g_mol": 85.06,
  "total_energy_ev": -8739.76666,
  "e_lumo_ha": 0.030,
  "charge": 0,
  "symbols": ["O", "C", "C", "N", "O", "C", "H", "H", "H"],
  "xyz": [[1.9068, -1.0653, -0.1199], [0.7804, -0.6899, -0.1587], [0.2556, 0.7002, -0.2101], [-1.1686, -0.1585, 0.3957], [-1.4821, -1.0001, -0.6088], [-0.5107, -1.3880, 0.3571], [0.8675, 1.2556, 0.5395], [0.2138, 1.2328, -1.2011], [-0.5800, -2.2467, 1.0078]],
  "forces_ev_per_a": [[0.7, -0.3, -0.3], [0.3, -1.7, 0.8], [-1.2, -1.0, 0.0], [0.0, 5.2, 2.1], [-0.1, -1.8, -1.4], [2.3, 0.3, -2.0], [-1.0, -0.1, -0.3], [-0.6, -0.6, 1.2], [-0.5, 0.1, 0.0]]
}

---

[3]
{
  "formula": "C4H9NO2",
  "method": "wB97M-V/def2-TZVPD",
  "multiplicity": 1,
  "relative_energy_kcal_mol": 10.6,
  "mol_weight_g_mol": 103.12,
  "total_energy_ev": -9879.59902,
  "e_lumo_ha": 0.029,
  "charge": 0,
  "symbols": ["C", "C", "O", "C", "C", "N", "O", "H", "H", "H", "H", "H", "H", "H", "H", "H"],
  "xyz": [[-1.3051, -0.0807, -1.3454], [-0.6021, 0.6700, -0.2197], [-1.5207, 1.3676, 0.6056], [0.1592, -0.2849, 0.7017], [1.2806, -0.9756, -0.0537], [2.3506, -0.1768, -0.3442], [1.2119, -2.1278, -0.4440], [-2.1614, -0.6250, -0.9335], [-0.6362, -0.8088, -1.8154], [-1.6636, 0.6086, -2.1187], [0.1206, 1.3818, -0.6538], [-2.0975, 1.8867, 0.0313], [0.5453, 0.2811, 1.5576], [-0.5226, -1.0542, 1.0738], [3.1272, -0.5897, -0.8371], [2.4678, 0.7343, 0.0677]],
  "forces_ev_per_a": [[-0.1, 0.0, 0.0], [0.3, -0.2, -0.2], [-0.2, 0.2, -0.1], [0.0, -0.1, 0.1], [0.0, -0.1, -0.1], [0.1, -0.1, 0.0], [0.0, 0.3, 0.2], [0.1, 0.0, -0.1], [-0.1, 0.1, 0.0], [0.0, -0.1, 0.1], [-0.1, -0.1, 0.1], [0.0, -0.1, 0.1], [0.0, -0.1, -0.1], [0.1, 0.1, 0.0], [-0.1, 0.0, 0.1], [-0.1, -0.2, 0.0]]
}

---

[4]
{
  "formula": "C36H47N5O3P",
  "method": "wB97M-V/def2-TZVPD",
  "multiplicity": 1,
  "relative_energy_kcal_mol": 60.1,
  "mol_weight_g_mol": 628.78,
  "total_energy_ev": -60965.37133,
  "e_lumo_ha": -0.178,
  "charge": 1,
  "symbols": ["C", "N", "C", "O", "C", "C", "C", "C", "C", "C", "C", "C", "N", "C", "C", "C", "C", "C", "C", "N", "O", "O", "C", "C", "C", "C", "C", "C", "H", "H", "H", "H", "H", "H", "H", "H", "H", "H", "H", "H", "H", "H", "H", "H", "H", "H", "H", "H", "H", "H", "H", "H", "C", "C", "C", "C", "N", "P", "H", "N", "C", "C", "C", "C", "C", "C", "C", "C", "C", "C", "H", "H", "H", "H", "H", "H", "H", "H", "H", "H", "H", "H", "H", "H", "H", "H", "H", "H", "H", "H", "H", "H"],
  "xyz": [[-4.9573, -3.3637, -2.3242], [-3.9111, -2.3893, -2.0146], [-4.2821, -1.0991, -1.8242], [-5.3989, -0.6063, -1.9210], [-2.9685, -0.3232, -1.4469], [-3.0626, 0.3608, -0.0825], [-4.0630, 1.4767, -0.0958], [-5.1331, 1.4456, 0.8215], [-6.1150, 2.4290, 0.7391], [-6.0473, 3.4467, -0.2002], [-4.9335, 3.5010, -1.0679], [-3.9464, 2.5163, -0.9974], [-1.9822, -1.3533, -1.4677], [-0.7118, -0.9998, -1.0949], [0.2775, -1.8937, -0.9539], [1.7186, -1.6620, -0.7801], [2.6540, -2.8437, -0.7603], [2.1385, -4.1177, -0.9608], [3.0292, -5.2020, -1.1712], [2.5193, -6.4820, -1.5516], [3.3785, -7.3978, -1.6582], [1.2970, -6.6444, -1.7546], [4.4142, -5.0250, -1.0727], [4.9055, -3.7497, -0.7876], [4.0315, -2.6666, -0.5872], [-2.5019, -2.7114, -1.7628], [-2.4110, -3.6912, -0.5838], [-1.9163, -3.3659, -3.0223], [-5.9007, -2.8541, -2.3974], [-4.7424, -3.8665, -3.2821], [-5.0132, -4.1402, -1.5378], [-2.7808, 0.4170, -2.2567], [-3.3362, -0.3920, 0.6612], [-2.0721, 0.7631, 0.1676], [-5.1836, 0.6276, 1.5334], [-6.9646, 2.3780, 1.4256], [-6.8307, 4.2085, -0.2710], [-4.8549, 4.2919, -1.7930], [-3.0847, 2.5366, -1.6819], [-0.5413, 0.1264, -1.0286], [0.0319, -2.9950, -1.0257], [2.1465, -0.7212, -1.7057], [1.1058, -4.3302, -1.1271], [5.0538, -5.9203, -1.2272], [5.9996, -3.6533, -0.7234], [4.4722, -1.6723, -0.3779], [-2.9089, -3.2589, 0.3017], [-2.9175, -4.6364, -0.8344], [-1.3704, -3.9208, -0.3210], [-2.1429, -2.7339, -3.8989], [-0.8262, -3.4885, -2.9397], [-2.3783, -4.3533, -3.1923], [2.5099, 3.5350, -2.0216], [3.1266, 3.3574, -0.6498], [4.5498, 2.8210, -0.7300], [3.2049, 4.7332, -0.0053], [2.1924, 2.4101, 0.0678], [2.4352, 0.7900, 0.5393], [1.4614, -1.4230, 0.3336], [1.8212, 1.1622, 2.0952], [2.1844, 0.5735, 3.4053], [2.1233, 1.5918, 4.5376], [3.5981, 0.0235, 3.3822], [1.1475, -0.4954, 3.6656], [0.8589, 2.1728, 1.9574], [1.0888, 2.8936, 0.7917], [0.2662, 3.9184, 0.4053], [-0.9020, 4.1145, 1.1379], [-1.1600, 3.3570, 2.2940], [-0.2492, 2.4006, 2.7376], [1.5034, 3.9797, -1.9908], [3.1405, 4.2328, -2.5633], [2.4660, 2.5872, -2.5768], [5.0058, 2.7927, 0.2667], [4.5662, 1.8258, -1.1859], [5.1073, 3.5250, -1.3676], [3.6396, 4.7209, 1.0032], [3.8375, 5.3641, -0.6236], [2.2507, 5.2681, 0.0699], [1.1376, 2.0443, 4.6914], [2.3783, 1.0788, 5.4639], [2.8375, 2.4154, 4.3921], [3.7203, -0.7322, 2.6029], [4.3154, 0.8354, 3.2255], [3.7712, -0.4318, 4.3627], [1.1651, -1.2749, 2.8923], [1.4131, -0.9280, 4.6258], [0.1309, -0.0817, 3.7552], [0.4844, 4.5615, -0.4310], [-1.6181, 4.8869, 0.8393], [-2.0696, 3.5466, 2.8735], [-0.4226, 1.8469, 3.6469]],
  "forces_ev_per_a": [[1.1, -1.0, 0.0], [-1.0, 0.2, 0.0], [0.4, 1.2, 0.3], [1.1, -0.7, 0.1], [-1.4, 0.0, -0.7], [-0.1, 0.2, -0.3], [-0.6, -0.3, 1.1], [0.5, 0.5, -1.1], [-0.4, -0.3, 0.6], [0.8, 0.2, -0.6], [-0.5, -0.4, 0.7], [-0.1, 0.5, -0.4], [0.4, -0.2, 0.2], [0.6, 0.0, -0.6], [-1.0, -2.5, -1.6], [0.0, 2.5, 0.0], [-0.4, 0.0, -0.2], [1.6, -1.2, -0.9], [0.3, 2.3, 0.7], [-0.3, -3.3, -0.6], [-2.2, 1.8, 0.1], [2.4, 0.6, 0.5], [-0.4, -0.7, -0.2], [0.0, -0.1, 0.3], [0.9, -0.3, -0.5], [-0.4, -0.2, -0.1], [-0.1, 0.1, 0.5], [0.2, 0.4, -0.4], [-0.2, 0.3, 0.0], [-0.1, 0.2, 0.3], [-0.1, 0.4, -0.3], [-0.1, -0.2, 0.5], [0.1, 0.1, 0.1], [-0.1, -0.1, 0.1], [-0.2, 0.1, 0.0], [0.2, 0.1, -0.2], [0.3, -0.4, 0.1], [0.0, 0.2, -0.1], [-0.5, 0.1, 0.3], [-0.1, -1.6, -0.2], [0.0, 1.9, 0.0], [-1.0, -2.6, 3.3], [-0.3, 0.0, 0.0], [-0.4, 1.0, 0.1], [-0.7, 0.3, 0.1], [-0.5, -0.6, -0.2], [0.2, -0.2, -0.3], [0.2, 0.3, 0.0], [-0.5, 0.0, 0.0], [0.2, -0.2, 0.3], [-0.4, 0.0, -0.1], [0.3, 0.4, 0.2], [0.1, 0.1, -0.8], [-0.8, -0.1, -1.0], [-0.3, -0.1, -0.1], [-0.4, 0.5, 1.0], [-0.5, -1.1, 1.1], [2.4, 2.7, 2.1], [2.0, 0.9, -1.2], [-0.1, 0.1, -1.7], [-0.9, -0.5, 0.0], [-0.1, 1.0, 0.0], [-0.1, -0.1, -0.2], [-0.1, -0.6, 0.5], [0.6, -0.3, -0.1], [0.7, 0.3, -0.3], [-1.4, 0.7, 0.3], [0.0, 0.2, 0.3], [0.0, 0.2, 0.1], [-1.0, 0.6, 0.1], [0.4, -0.3, 0.0], [0.0, 0.0, -0.4], [0.0, 0.2, 0.1], [0.0, -0.1, -0.2], [0.2, 0.1, 0.0], [0.0, -0.4, 0.3], [-0.1, -0.2, -0.2], [0.2, -0.1, -0.1], [0.3, -0.3, -0.1], [0.4, -0.2, 0.0], [0.1, 0.0, -0.1], [-0.1, -0.3, 0.0], [0.1, -0.1, 0.1], [0.0, -0.2, 0.0], [0.2, 0.0, -0.3], [0.0, 0.1, 0.2], [-0.2, -0.4, 0.1], [0.4, -0.2, -0.2], [-0.2, -0.2, -0.1], [0.3, -0.4, 0.1], [0.4, -0.1, -0.3], [-0.2, 0.1, -0.2]]
}